(1)
Here is one molecule with the formula CH2N2O4S in a non-equilibrium geometry from OMol25. Energies are from ωB97M-V with the def2-TZVPD basis set.

Each line ends with the Löwdin charge.
Geometry (Å):
S 1.678 -0.163 0.156  0.864
O -0.036 -1.871 1.195  0.082
O 2.650 -1.197 -0.105  -0.341
O 1.532 0.800 -0.917  -0.377
O -1.412 0.665 1.553  0.129
N -1.172 0.744 -0.697  0.193
N -0.006 -0.936 0.417  -0.228
C -0.952 0.231 0.532  -0.561
H -0.757 0.082 -1.376  0.133
H -1.525 1.644 -0.757  0.107

Its energy above the lowest of the compared OMol25 structures with the same formula, charge and spin is 1.513 eV. For the lowest unoccupied orbital energy (spin up / spin down), the calculation gives -3.2 / -2.3 eV. The SMILES is NC(=O)[N+]([O-])=S(=O)=O. The value obtained for the calculated total energy is -23070.720 eV.

---

(2)
Here is a 2-piece molecular cluster, CH2N2O6S2 overall in a non-equilibrium geometry from OMol25. Energies are from ωB97M-V with the def2-TZVPD basis set.

Each line ends with the Löwdin charge.
Geometry (Å):
S 1.857 -0.787 -1.212  0.674
S -3.001 0.028 0.419  0.349
O -3.035 -1.227 1.168  -0.412
O -3.569 1.196 1.100  -0.432
O 3.709 1.043 1.912  0.008
O 2.291 -2.064 -1.837  -0.554
O 2.044 0.379 -2.050  -0.525
O -3.321 -0.172 -1.002  -0.419
N -1.313 0.540 0.506  -0.074
N 3.308 -0.419 0.105  -0.046
C 3.392 0.361 0.989  -0.536
H -1.381 1.325 -0.070  -0.001
H -0.982 -0.206 -0.028  -0.031

Its energy above the lowest of the compared OMol25 structures with the same formula, charge and spin is 0.000 eV. For the lowest unoccupied orbital energy, the calculation gives 5.8 eV. As for the charge: -2. The value obtained for the calculated total energy is -38006.580 eV.

---

(3)
Here is one molecule with the formula CH2N2OS in a non-equilibrium geometry from OMol25. Energies are from ωB97M-V with the def2-TZVPD basis set.

Each line ends with the Löwdin charge.
Geometry (Å):
S -0.569 -2.329 3.925  0.683
O -1.766 -1.780 4.633  -0.720
N -0.284 0.243 0.114  0.066
N -0.348 -0.623 1.261  -0.046
C -0.396 -1.334 2.237  -0.200
H 0.671 0.522 -0.097  0.094
H -0.766 -0.255 -0.685  0.124

Its energy above the lowest of the compared OMol25 structures with the same formula, charge and spin is 2.618 eV. For the lowest unoccupied orbital energy, the calculation gives 0.1 eV. The value obtained for the calculated total energy is -16927.698 eV.

---

(4)
Here is a 2-piece molecular cluster, CH2N2OS2 overall in a non-equilibrium geometry from OMol25. Energies are from ωB97M-V with the def2-TZVPD basis set.

Each line ends with the Löwdin charge.
Geometry (Å):
S -0.146 -1.933 1.489  0.708
S -1.997 -0.051 0.290  0.694
O 1.335 0.997 -2.052  0.089
N 2.527 1.684 -0.264  0.226
N 1.979 1.339 -1.160  -0.338
C -0.449 -0.796 0.285  -0.971
H -1.258 -2.020 2.061  -0.207
H -1.991 0.780 -0.649  -0.202

Its energy above the lowest of the compared OMol25 structures with the same formula, charge and spin is 3.167 eV. For the lowest unoccupied orbital energy, the calculation gives -0.1 eV. The value obtained for the calculated total energy is -27763.121 eV.